41
Properties=species:S:1:pos:R:3:forces:R:3:lowdin_charge:R:1 method="wB97M-V/def2-TZVPD" homo_lumo_gap_ha="0.19174 / 0.19147" lumo_ev="-10.1 / -10.1" total_charge=+2 e_above_lowest_ev=0.000 homo_energy_ev="-15.3 / -15.3"
Pd -0.0512 1.1140 0.6391 -0.24 0.28 0.13 1.05
O -2.5497 -0.8960 -2.6134 0.00 -0.04 -0.02 0.18
C -1.8118 -1.9743 -2.6859 -0.10 0.05 -0.03 -0.19
C -2.1955 -2.9584 -3.6037 0.04 -0.01 0.01 0.04
C -1.4489 -4.0990 -3.7166 -0.07 0.04 -0.03 0.03
C -0.2862 -4.3259 -2.9295 0.07 0.01 0.06 -0.03
C 0.1124 -3.3966 -2.0315 0.00 -0.01 0.00 0.00
C -0.6354 -2.1799 -1.8686 0.05 -0.07 0.01 -0.04
C -0.2632 -1.1951 -0.9579 0.06 -0.01 -0.06 -0.31
O -0.8734 -0.1042 -0.7590 -0.17 0.17 0.00 -0.10
N 0.9394 -1.4364 -0.2125 0.07 -0.02 -0.03 0.16
N 1.2295 -0.4763 0.5270 0.04 -0.16 0.07 -0.14
C 2.4482 -0.6546 1.2528 -0.03 0.12 -0.11 -0.86
S 3.2846 0.7283 1.6728 0.06 -0.07 0.01 1.15
C 4.7855 -0.1991 2.1538 -0.05 0.01 0.02 -0.40
C 4.3473 -1.5465 2.6959 0.00 0.02 -0.01 -0.41
S 3.0094 -2.1843 1.6256 0.07 -0.02 0.05 1.14
H -2.2133 -0.2564 -1.9583 0.01 0.00 0.01 0.09
H -3.0779 -2.7843 -4.2029 0.00 0.00 0.00 0.15
H -1.7503 -4.8564 -4.4291 -0.01 0.01 0.00 0.14
H 0.2695 -5.2432 -3.0583 0.01 0.01 0.01 0.13
H 0.9929 -3.5543 -1.4275 0.00 -0.01 -0.01 0.11
H 5.3130 0.3901 2.9026 0.00 -0.01 0.01 0.11
H 5.4020 -0.2806 1.2577 -0.01 0.01 -0.01 0.11
H 3.9425 -1.4854 3.7066 -0.02 -0.01 -0.01 0.11
H 5.1611 -2.2704 2.6773 -0.01 -0.01 -0.01 0.11
F -0.8124 2.5536 4.6676 -0.03 0.00 -0.03 0.19
C -1.5172 2.4191 3.5630 -0.01 0.05 0.04 -0.69
F -2.6713 3.0315 3.6521 0.02 0.00 -0.01 0.21
F -1.6925 1.1303 3.2902 -0.01 -0.03 0.00 0.14
S -0.5280 3.1993 2.1927 0.02 -0.13 -0.04 0.70
O 0.6956 2.3101 2.0745 -0.21 0.02 0.06 -0.43
O -0.3004 4.5522 2.4915 -0.03 0.14 -0.03 -0.15
N -1.3442 2.7365 0.8807 0.69 -0.26 -0.23 -0.36
S -1.3165 3.7166 -0.5225 -0.53 0.07 0.18 0.67
O -0.3042 3.1885 -1.3704 0.25 -0.11 -0.13 -0.26
O -1.4416 5.0806 -0.1762 0.14 -0.02 0.06 -0.19
C -2.9370 3.1606 -1.2233 -0.15 -0.06 0.08 -0.68
F -3.0324 3.6466 -2.4408 0.01 -0.01 0.03 0.20
F -2.9529 1.8188 -1.2705 0.01 0.07 -0.01 0.13
F -3.9255 3.5811 -0.4654 0.06 -0.03 -0.03 0.19

***

32
Properties=species:S:1:pos:R:3:forces:R:3:lowdin_charge:R:1 method="wB97M-V/def2-TZVPD" homo_lumo_gap_ha=0.17381 lumo_ev=0.5 total_charge=-1 e_above_lowest_ev=0.000 homo_energy_ev=-4.3
Cl -2.6143 2.2473 -4.6760 -0.07 -0.04 0.23 0.49
B -2.8095 1.0971 -3.2492 -0.34 -1.07 -0.91 -1.87
Cl -4.6168 0.7711 -2.8476 0.45 0.16 0.00 0.47
Cl -1.9029 -0.5158 -3.5473 -0.33 0.62 0.18 0.50
O -2.1918 1.7846 -2.0758 0.43 -0.19 1.93 -0.05
C -2.1061 1.2743 -0.9096 -0.14 0.41 -1.35 -0.02
C -1.5252 2.0419 0.1532 0.44 0.63 0.57 -0.16
C -1.4970 1.4681 1.4396 -0.07 0.02 -0.61 0.01
C -0.9426 2.1695 2.5003 0.15 0.28 0.24 -0.06
C -0.3908 3.4437 2.2984 -0.33 -0.51 -0.41 -0.05
C -0.4184 4.0152 1.0169 0.01 0.06 -0.02 -0.07
C -0.9846 3.3390 -0.0548 -0.18 -0.52 0.17 0.02
H -2.4750 0.2619 -0.7150 0.13 0.03 -0.15 0.13
H -1.9064 0.4627 1.5358 0.22 0.15 0.19 0.12
H -0.9315 1.7238 3.4947 0.04 0.10 -0.27 0.11
H 0.0603 3.9845 3.1317 -0.14 -0.16 -0.25 0.11
H 0.0119 5.0032 0.8564 -0.11 -0.23 0.05 0.11
H -1.0188 3.7785 -1.0522 0.04 -0.13 0.29 0.13
C 0.4777 -3.4169 0.4493 -0.26 0.60 -0.10 -0.03
C 1.7550 -3.8659 0.6420 0.15 0.24 -0.16 -0.04
C 2.8551 -3.0449 0.3039 0.02 0.02 0.05 -0.22
N 4.1774 -3.5106 0.5275 0.60 -0.20 0.09 -0.37
O 5.1380 -2.7661 0.2230 -0.87 -0.94 0.40 -0.02
O 4.3385 -4.6503 1.0225 0.05 1.23 -0.53 -0.02
C 2.6437 -1.7626 -0.2521 -0.10 -0.28 0.05 -0.04
C 1.3705 -1.3016 -0.4536 -0.53 -0.23 0.28 -0.03
C 0.1777 -2.0606 -0.0442 1.14 -0.42 0.14 -0.45
O -0.9778 -1.5857 -0.0832 -0.15 0.22 -0.01 -0.08
H -0.3628 -4.0538 0.7112 0.02 0.14 -0.03 0.09
H 1.9508 -4.8531 1.0572 -0.05 0.24 -0.13 0.11
H 3.5106 -1.1589 -0.5129 -0.20 -0.16 0.03 0.11
H 1.2049 -0.3198 -0.8902 -0.01 -0.08 0.05 0.09

***

40
Properties=species:S:1:pos:R:3:forces:R:3:mulliken_spin:R:1 method="wB97M-V/def2-TZVPD" homo_lumo_gap_ha="0.25344 / 0.22462" lumo_ev="-8.3 / -9.1" total_charge=+2 e_above_lowest_ev=0.000 homo_energy_ev="-15.2 / -15.2" multiplicity=4
Tc -0.9369 -0.3627 0.6631 -0.18 0.35 0.11 2.73
Se 4.6558 1.4342 -4.2005 -0.02 -0.01 0.02 0.00
N 4.5692 0.3358 -2.8107 -0.09 0.10 -0.07 0.00
C 3.3384 0.3856 -2.3671 0.08 -0.17 0.17 0.00
C 2.8746 -0.3790 -1.2111 0.09 0.06 -0.12 0.01
C 3.6690 -1.2322 -0.4375 0.07 -0.01 -0.02 0.03
C 3.1140 -1.8884 0.6445 -0.03 -0.01 0.02 -0.02
C 1.7773 -1.6843 0.9604 0.04 0.05 -0.09 0.01
N 1.0156 -0.8714 0.2207 0.05 -0.04 0.04 -0.06
C 1.5479 -0.2317 -0.8507 -0.14 0.01 0.02 -0.02
C 0.6416 0.6266 -1.5741 0.00 -0.07 0.09 0.02
N -0.6284 0.6701 -1.1013 -0.04 -0.09 0.06 -0.02
C -1.5226 1.4873 -1.6600 0.06 -0.02 -0.06 0.00
C -1.1803 2.2755 -2.7529 -0.06 -0.01 0.04 -0.02
C 0.1028 2.2241 -3.2581 0.03 0.01 -0.03 0.03
C 1.0474 1.3824 -2.6570 0.15 0.04 -0.12 0.00
C 2.4426 1.2537 -3.0740 -0.20 0.11 -0.05 0.00
N 2.9503 1.9068 -4.0885 0.09 -0.08 0.06 0.00
H 4.7119 -1.3640 -0.6979 0.00 0.00 0.00 0.00
H 3.7038 -2.5537 1.2583 0.00 0.00 0.00 0.00
H 1.3086 -2.1636 1.8099 -0.01 0.00 0.00 0.00
H -2.5120 1.5098 -1.2227 -0.04 0.00 0.00 -0.01
H -1.9281 2.9253 -3.1842 0.01 0.00 -0.01 0.00
H 0.3982 2.8322 -4.1039 0.00 0.00 0.00 0.00
O 0.1559 -0.1165 3.3182 0.00 0.11 0.09 0.01
P -0.4277 1.3679 3.0848 0.03 -0.14 -0.21 0.00
O 0.2885 2.4571 3.6941 -0.03 0.11 -0.03 0.01
O -0.4993 1.2994 1.4803 0.04 -0.20 0.31 0.14
O -1.9739 1.2543 3.4831 0.06 -0.11 0.02 0.02
P -3.0057 0.0636 3.1830 0.13 0.00 -0.19 0.01
O -2.7146 -1.0088 4.2902 -0.05 0.03 0.04 0.00
O -4.3683 0.4816 2.9505 -0.02 0.01 -0.03 0.00
O -2.3112 -0.6528 1.8948 -0.09 0.05 0.07 0.12
H 0.5511 -0.2444 4.1951 -0.03 -0.01 -0.03 0.00
H -3.4474 -1.1306 4.9149 0.05 -0.01 -0.02 0.00
Br -1.6621 -2.6512 -0.3899 0.05 0.01 -0.09 0.00
C -3.6135 -2.5633 -0.0490 -0.16 -0.04 -0.09 0.01
Br -4.4375 -1.0943 -0.9240 0.13 -0.01 0.07 0.01
H -3.7178 -2.4810 1.0249 0.03 -0.01 -0.01 0.00
H -3.9772 -3.4996 -0.4557 -0.02 -0.01 0.03 0.00

***

35
Properties=species:S:1:pos:R:3:forces:R:3:lowdin_charge:R:1 method="wB97M-V/def2-TZVPD" homo_lumo_gap_ha=0.10328 lumo_ev=-1.1 total_charge=-1 e_above_lowest_ev=1.060 homo_energy_ev=-3.9
Cl -1.4969 1.0157 -1.7664 -1.25 -0.20 -0.44 0.06
C -1.8916 4.5387 -3.0836 -0.33 -1.74 -0.01 -0.63
Cl -0.9465 4.8530 -1.7161 0.56 0.51 0.66 0.69
C -1.1606 3.9472 -4.2112 0.35 -0.94 0.53 -0.54
O 0.0403 3.6578 -4.1444 0.00 0.84 -0.22 -0.06
C -1.9800 3.5278 -5.3317 -0.52 1.02 1.17 -0.68
Cl -1.1684 3.0816 -6.7300 0.47 -0.36 -0.99 0.72
C -3.3453 3.5915 -5.2356 0.02 0.13 0.51 -0.74
Cl -4.2723 3.4276 -6.6502 -0.62 -0.35 -0.74 0.67
C -4.0065 3.8348 -4.0094 1.01 0.37 -0.29 -0.77
Cl -5.6966 3.7380 -3.9073 -0.82 -0.13 0.02 0.65
C -3.2421 4.2378 -2.9105 0.14 0.11 -1.18 -0.77
Cl -3.9895 4.2667 -1.3844 -0.17 0.33 0.68 0.67
C 2.2123 -4.8749 1.4833 0.01 -0.11 0.15 -0.08
C 1.5232 -4.0256 0.4473 0.14 0.15 0.30 -0.22
O 1.3517 -2.7480 1.1081 -0.37 -0.18 -0.86 -0.03
C 0.6498 -1.8937 0.3261 0.15 0.49 -0.30 -0.52
C 0.4042 -0.6051 0.9677 0.23 -0.99 0.95 -0.42
Cl -0.3625 0.6364 0.1855 1.47 1.38 -1.16 0.77
C 0.7574 -0.1599 2.3106 -1.48 0.71 0.73 -0.54
O 0.4383 0.9523 2.7506 0.54 -1.37 -0.54 0.02
O 1.4389 -1.0505 3.0419 -0.14 0.72 0.35 -0.02
C 1.6935 -0.5483 4.3769 0.19 -0.26 -0.22 -0.22
C 2.3570 -1.7098 5.0659 0.03 -0.14 0.13 -0.08
O 0.2621 -2.2029 -0.7846 -0.04 0.40 0.38 0.07
H 2.4849 -5.8418 1.0607 0.03 -0.04 0.06 0.07
H 3.1131 -4.3659 1.8477 -0.16 -0.18 -0.09 0.08
H 1.5320 -5.0299 2.3282 0.21 -0.04 -0.07 0.08
H 2.1414 -3.8815 -0.4560 -0.41 -0.11 0.30 0.13
H 0.5287 -4.4232 0.1761 0.55 0.17 -0.06 0.13
H 2.3551 0.3324 4.3046 -0.43 -0.28 0.13 0.13
H 0.7302 -0.2782 4.8449 0.54 0.05 -0.20 0.13
H 2.6781 -1.4147 6.0626 0.07 -0.08 0.11 0.07
H 1.6438 -2.5364 5.1467 0.19 0.05 0.04 0.08
H 3.2230 -2.0492 4.4861 -0.14 0.07 0.18 0.08

***

31
Properties=species:S:1:pos:R:3:forces:R:3:lowdin_charge:R:1 method="wB97M-V/def2-TZVPD" homo_lumo_gap_ha=0.12794 lumo_ev=-13.9 total_charge=+3 homo_energy_ev=-17.3
O 3.1716 -1.9085 1.4363 -3.21 2.93 -2.06 0.08
C 2.5253 -0.8926 1.0533 2.84 -0.71 1.92 -0.32
C 3.2246 0.5244 1.3569 -2.53 1.60 -2.65 0.08
C 2.8340 1.6761 0.5888 0.41 -2.70 1.47 0.08
C 1.7353 1.6290 -0.5999 2.22 2.32 0.65 -0.31
O 1.7994 2.5470 -1.4353 -1.08 -3.57 1.82 0.12
C 0.7389 0.3749 -0.5936 -3.06 -1.76 0.00 -0.24
C -0.6273 0.3935 -1.3879 0.94 -1.76 0.82 -0.15
C -1.1942 1.5753 -2.2552 -0.76 0.33 1.62 -0.07
C -2.3191 2.3269 -1.1784 2.31 3.37 0.81 -0.13
C -1.6332 2.8102 0.2811 -2.40 -0.99 -0.92 -0.04
O -2.0971 3.7761 -0.9335 -2.25 -5.41 -1.08 -0.08
C -1.5512 -0.9127 -1.2579 1.18 -1.32 0.99 -0.44
Cl -3.1500 -0.9385 -2.1221 2.72 0.07 1.49 0.77
C -1.1925 -2.1900 -0.4156 2.04 3.37 -1.00 0.01
C 0.1704 -2.2167 0.3781 -1.76 3.66 -1.12 -0.25
P 0.5239 -3.7791 1.4258 -0.66 -1.55 2.32 0.98
O 0.8712 -3.2282 3.0257 -1.65 0.70 -3.33 -0.24
O -1.0057 -4.5587 1.6148 1.93 2.96 -0.11 -0.26
C 1.1210 -0.9503 0.2807 -1.60 0.20 -0.88 -0.27
H 4.0219 0.5907 2.1613 -1.06 -0.42 -1.17 0.16
H 3.3927 2.6519 0.8301 -1.21 -1.36 -0.91 0.16
H -1.7991 1.2484 -3.1603 0.81 0.10 1.21 0.12
H -0.4551 2.3826 -2.5471 -0.74 -1.11 0.67 0.13
H -3.4294 1.8861 -1.1509 2.60 1.15 -0.06 0.18
H -1.8442 3.7397 0.8973 1.63 -0.74 0.22 0.17
H -2.5231 2.2351 0.7922 0.04 1.41 -0.50 0.10
H -1.9259 -3.0760 -0.3705 1.26 1.46 -0.09 0.14
H 0.2550 -2.4636 3.1729 0.78 -0.74 0.57 0.08
H -1.5470 -4.0097 2.2423 0.25 -0.95 -0.45 0.09
La 1.9091 -1.2433 -2.1294 0.02 -0.54 -0.24 2.34

***

30
Properties=species:S:1:pos:R:3:forces:R:3:lowdin_charge:R:1 method="wB97M-V/def2-TZVPD" homo_lumo_gap_ha="0.18721 / 0.18700" lumo_ev="-0.6 / -0.6" homo_energy_ev="-5.7 / -5.7"
C -0.4737 0.8720 -1.3051 0.09 1.15 -1.32 -0.25
C 0.7464 1.0491 -2.0521 -0.82 1.42 -0.78 -0.24
C 1.4269 2.2245 -1.5722 -1.39 -0.63 -0.90 -0.24
C 0.6152 2.8175 -0.5274 0.75 0.21 0.17 -0.25
C -0.5848 2.0029 -0.3699 0.19 -1.19 -0.63 -0.24
Hf 1.2137 0.7494 0.2077 0.04 -0.19 2.94 1.36
N -1.1518 -2.3879 -0.1311 -0.61 5.40 2.88 -0.11
C -1.1290 -3.5831 -0.6696 1.28 -3.16 -2.15 -0.22
C 0.1579 -2.6633 -0.6538 -1.78 -0.53 -0.26 -0.14
H 2.3222 2.6618 -1.9759 0.19 -0.16 -0.10 0.10
H 1.0460 0.4716 -2.9287 0.06 -0.06 0.56 0.11
H 0.7808 3.8103 -0.1006 -0.07 -0.56 -0.15 0.11
H -1.4675 2.2932 0.1830 0.22 -0.27 0.09 0.10
H -1.2646 0.1574 -1.5351 0.46 0.15 0.04 0.10
H 0.5028 -2.2175 -1.5847 -0.26 -0.19 -0.01 0.08
H -1.5754 -3.7742 -1.6545 0.19 -0.09 0.21 0.11
H -1.7945 -1.5858 -0.2216 0.92 -0.94 -0.56 0.12
H 0.8949 -2.8755 0.0960 0.40 -0.07 0.20 0.07
H -1.1329 -4.4045 0.0402 -0.10 -0.44 -0.27 0.10
F 2.2625 -0.5586 2.1303 -0.11 0.40 0.14 -0.06
C 1.5117 0.2566 3.0249 -1.31 1.00 -0.23 -0.23
C 0.6439 1.1595 2.3738 0.77 -0.23 1.42 -0.10
C -0.1341 1.9462 3.2430 0.55 -0.69 -0.34 -0.22
F -1.0331 2.8295 2.7312 0.51 -0.38 0.43 0.06
C -0.0257 1.8339 4.6333 -0.36 0.18 -0.39 -0.13
F -0.8253 2.5787 5.4254 0.51 -0.38 -0.20 0.10
C 0.8657 0.9197 5.2053 -0.12 0.00 0.09 -0.13
F 0.9181 0.7923 6.5439 0.02 0.04 -0.50 0.11
C 1.6521 0.1001 4.3942 0.23 -0.45 -0.16 -0.15
F 2.4720 -0.8376 4.9297 -0.48 0.67 -0.22 0.10